Below is C21H14CoN4O4S as an isolated structure at a distorted geometry, with properties calculated with ωB97M-V/def2-TZVPD.

```
45
Properties=species:S:1:pos:R:3:forces:R:3:mulliken_charge:R:1
Co -1.0206 0.8833 -0.8887 0.02 -0.38 0.65 -0.718
O -2.5690 -3.1136 -1.7733 0.03 -0.06 0.04 -0.735
C -2.3473 -3.6176 -0.5454 -0.05 0.02 -0.09 0.345
C -2.6623 -4.9636 -0.3437 -0.02 -0.02 0.03 -0.668
C -2.4727 -5.5504 0.8901 0.01 0.01 -0.01 -0.274
C -1.9679 -4.8075 1.9553 -0.01 0.02 0.00 -0.762
C -1.6506 -3.4785 1.7570 0.00 0.00 0.02 -0.392
C -1.8252 -2.8627 0.5163 0.12 0.05 0.00 0.194
C -1.4184 -1.4474 0.3262 -0.08 -0.31 -0.04 1.126
O -1.5572 -0.9399 -0.8594 -0.30 -0.03 -0.09 -0.586
N -0.9017 -0.8015 1.3284 0.02 0.27 -0.03 -1.021
N -0.6036 0.4937 0.9156 0.63 -0.46 -0.65 0.496
C 0.0958 1.2160 1.7075 -0.08 0.21 0.12 0.017
C 0.4911 2.5686 1.4255 0.15 -0.20 0.04 0.633
C 1.2262 3.2617 2.4003 0.04 0.03 0.03 -0.759
C 1.6706 4.5458 2.1960 -0.03 -0.02 -0.03 -0.627
C 1.3877 5.1594 0.9673 0.01 -0.02 0.00 -0.394
C 0.6660 4.5073 -0.0022 -0.08 0.08 0.04 -0.360
C 0.1668 3.1979 0.2009 -0.12 0.08 -0.11 0.280
O -0.5604 2.6666 -0.7342 0.04 0.31 0.03 -0.627
H -2.2906 -2.1703 -1.7498 -0.02 0.04 -0.01 0.399
H -3.0595 -5.5215 -1.1816 0.00 0.00 0.00 0.421
H -2.7188 -6.5968 1.0262 -0.01 0.01 0.00 0.357
H -1.8231 -5.2645 2.9252 0.00 0.00 0.00 0.383
H -1.2518 -2.8768 2.5623 0.01 -0.01 0.00 0.457
H 0.4058 0.7626 2.6464 -0.18 0.05 0.07 0.378
H 1.4361 2.7562 3.3371 0.02 -0.01 -0.01 0.327
H 2.2259 5.0694 2.9621 0.02 -0.01 -0.01 0.391
H 1.7442 6.1651 0.7763 0.00 0.00 0.00 0.359
H 0.4357 4.9810 -0.9483 0.00 0.00 0.01 0.457
N 6.0414 -0.6771 -1.7299 0.00 0.00 0.00 -0.576
C 4.9128 -0.4542 -1.7077 -0.15 0.02 -0.03 0.027
C 3.4997 -0.1721 -1.6785 0.21 -0.02 0.03 0.592
C 3.0411 1.1250 -1.8828 -0.06 0.04 -0.11 -0.862
C 1.6857 1.4012 -1.7926 0.01 -0.07 -0.22 0.109
C 0.7522 0.4028 -1.4946 0.10 0.16 0.91 0.094
C 1.2320 -0.9033 -1.3529 0.06 0.01 -0.17 0.180
C 2.5857 -1.1913 -1.4343 -0.10 -0.07 -0.09 -0.916
H 3.7489 1.9164 -2.0945 -0.01 0.01 0.00 0.450
H 1.3520 2.4143 -1.9574 0.02 0.03 0.06 0.482
H 0.5449 -1.7176 -1.1816 0.04 -0.02 0.10 0.424
H 2.9373 -2.2059 -1.2962 -0.01 0.00 0.00 0.457
O -5.0668 2.0507 -0.9477 -0.07 0.01 0.31 -0.546
S -3.8069 2.3758 -1.6127 -0.36 0.34 -0.66 0.202
N -2.7111 1.4134 -1.6319 0.14 -0.11 -0.11 -0.215
```
Positions in Å, forces in eV/Å.

Values from the calculation:
ΔE to the lowest compared entry with this formula, charge and spin = 83.21 kJ/mol
energy = -84617.853 eV
charge = -1
orbital gap (spin up / spin down) = 7.36 / 7.36 eV
largest force on an atom = 1.0 eV/Å
HOMO energy (spin up / spin down) = -5.3 / -5.3 eV
spin multiplicity = 1

---

Below is a 2-piece molecular cluster, C21H14F6N3 overall at a distorted geometry, with properties calculated with ωB97M-V/def2-TZVPD.

```
44
Properties=species:S:1:pos:R:3:forces:R:3:mulliken_charge:R:1
F -5.1425 3.9560 1.7313 0.21 -1.17 -0.65 -0.245
C -5.0366 2.7699 1.0586 -1.95 0.71 -0.07 0.851
F -5.9388 1.9090 1.6139 0.94 0.74 -0.54 -0.245
F -5.4384 3.0031 -0.2320 0.53 -0.29 1.26 -0.225
C -3.6413 2.2272 1.0985 0.18 -0.38 -0.09 0.396
C -3.4299 0.8471 1.0492 -0.06 0.19 0.02 -0.872
C -2.1342 0.3720 1.0524 0.56 -0.06 -0.05 -0.635
C -1.0070 1.2552 1.1089 -0.96 0.17 0.14 1.232
C 0.2765 0.6565 1.0774 0.03 0.35 0.05 -0.079
C 1.5600 1.2562 1.0718 0.91 0.18 -0.16 1.224
C 1.8375 2.6560 0.9847 0.10 -0.07 -0.03 -0.254
C 3.1358 3.1309 1.0129 -0.47 0.00 -0.03 -1.080
C 4.1929 2.2302 1.0885 -0.18 -0.41 0.02 0.381
C 5.5872 2.7762 1.0799 1.95 0.72 -0.04 0.841
F 6.4826 1.9197 1.6504 -0.93 0.74 -0.54 -0.246
F 6.0136 3.0159 -0.2019 -0.55 -0.29 1.25 -0.225
F 5.6711 3.9616 1.7577 -0.20 -1.16 -0.65 -0.243
C 3.9827 0.8498 1.1260 0.07 0.21 0.03 -0.867
C 2.6873 0.3742 1.1220 -0.56 -0.10 -0.04 -0.651
C -1.2862 2.6538 1.2067 -0.07 -0.08 -0.09 -0.275
C -2.5844 3.1284 1.1638 0.45 -0.01 0.08 -1.089
H -4.2795 0.1680 1.0123 0.24 0.15 0.02 0.451
H -1.9525 -0.7044 1.0089 -0.04 0.33 -0.06 0.392
H 0.2767 -0.4345 1.0558 0.00 0.15 -0.08 0.177
H 1.0495 3.3890 0.8637 0.41 -0.28 -0.03 0.259
H 3.3323 4.2018 0.9683 -0.06 -0.31 -0.01 0.453
H 4.8325 0.1712 1.1617 -0.24 0.15 0.01 0.448
H 2.5079 -0.7029 1.1502 0.04 0.32 -0.01 0.377
H -0.5003 3.3885 1.3326 -0.40 -0.29 0.02 0.269
H -2.7810 4.1991 1.2028 0.06 -0.31 0.06 0.451
C -1.5025 -5.4590 -1.2464 0.11 0.49 0.44 -0.619
C -1.0558 -4.2403 -0.7344 0.01 -0.13 -0.30 -0.457
C -0.3900 -3.3720 -1.6160 0.21 0.13 -0.59 0.325
C -0.1958 -3.7418 -2.9554 0.35 0.69 -0.03 0.820
C -0.6345 -4.9547 -3.4859 -0.35 -0.54 0.32 -0.895
C -1.2972 -5.8146 -2.5995 0.40 0.49 -0.60 -0.385
N 0.4774 -2.6660 -3.5041 -0.23 0.03 0.87 0.202
N 0.6826 -1.7002 -2.5683 -0.91 -1.36 0.84 -0.661
N 0.1657 -2.1095 -1.4286 0.44 0.18 -1.23 -0.013
H -2.0250 -6.1623 -0.5911 0.22 0.30 -0.25 0.360
H -1.1863 -3.9171 0.2972 -0.11 -0.37 -0.15 0.405
H -0.4516 -5.1824 -4.5379 -0.18 -0.16 0.39 0.384
H -1.6658 -6.7812 -2.9528 0.16 0.38 0.10 0.364
H 0.8053 -2.5235 -4.4539 -0.10 0.00 0.41 0.202
```
Positions in Å, forces in eV/Å.

Values from the calculation:
energy = -42772.056 eV
charge = +1
orbital gap = 5.09 eV
largest force on an atom = 2.1 eV/Å
HOMO energy = -11.4 eV
spin multiplicity = 1

---

Below is C21H14F8O8SSn as an isolated structure at a distorted geometry, with properties calculated with ωB97M-V/def2-TZVPD.

```
53
Properties=species:S:1:pos:R:3:forces:R:3:mulliken_charge:R:1
Sn 0.5130 -0.6290 0.2000 -0.12 -0.61 -1.46 1.583
C 2.8696 -1.8169 2.8973 0.05 0.01 0.07 -0.335
C 3.7265 -1.2509 1.9664 0.08 0.04 0.02 -0.400
C 3.9709 -1.8997 0.7667 0.11 0.05 0.00 -0.296
C 3.3699 -3.1197 0.5024 0.02 -0.13 -0.05 -0.387
C 2.5261 -3.6936 1.4385 0.00 -0.11 0.04 -0.267
C 2.2723 -3.0387 2.6345 -0.02 -0.09 0.10 -0.392
H 2.6651 -1.2875 3.8173 -0.07 0.02 0.06 0.426
H 4.1800 -0.2965 2.1825 -0.01 0.16 -0.04 0.296
H 4.6267 -1.4528 0.0328 0.02 0.07 -0.07 0.368
H 3.5532 -3.6219 -0.4370 -0.02 -0.01 -0.08 0.334
H 2.0618 -4.6482 1.2355 -0.12 0.02 -0.06 0.316
H 1.6057 -3.4849 3.3617 -0.06 0.03 -0.03 0.348
O -1.9849 -4.2442 -0.5113 -0.21 -0.54 -0.29 -0.785
C -1.7979 -3.0698 -0.2208 -0.85 0.16 0.09 0.007
O -0.8826 -2.6236 0.5280 0.60 0.70 0.39 -0.496
C -2.8386 -2.0196 -0.7321 0.33 -0.47 0.46 -0.024
C -2.9589 -0.8244 0.2220 -0.87 -0.64 0.61 -0.043
C -4.2523 -0.0546 -0.1151 0.10 -0.01 0.21 -1.008
C -3.8277 0.6675 -1.4088 0.20 0.12 -0.05 -1.086
C -2.3803 0.1563 -1.5621 -0.31 0.36 -1.15 -0.105
O -1.9567 0.0735 -0.2153 0.92 0.22 0.50 -0.310
C -2.4081 -1.3032 -2.0320 0.56 -0.06 -0.40 0.182
C -1.0168 -1.7643 -2.5595 -0.92 0.15 -0.31 -0.193
O -0.9962 -2.5142 -3.5242 -0.05 -0.31 -0.43 -0.797
O -0.0032 -1.2681 -1.9852 0.86 0.60 1.01 -0.648
H -3.7956 -2.5381 -0.8507 0.18 0.06 0.00 0.387
H -2.8007 -1.0666 1.2724 -0.03 0.04 -0.10 0.572
H -4.5005 0.6555 0.6739 -0.02 -0.01 0.02 0.351
H -5.0962 -0.7285 -0.2643 0.01 -0.01 0.07 0.375
H -3.8350 1.7514 -1.2794 -0.02 -0.04 -0.05 0.292
H -4.4488 0.3996 -2.2640 0.06 0.06 -0.04 0.417
H -1.7086 0.8012 -2.1288 -0.03 -0.04 0.10 0.666
H -3.1254 -1.4594 -2.8428 0.11 0.04 0.12 0.391
F -0.7931 2.6360 0.0523 -0.20 0.06 -0.03 -0.459
C 0.1050 2.6286 -0.9571 0.53 -0.32 -0.23 0.328
C 0.9995 1.5723 -1.0707 -0.37 0.36 -0.33 -0.771
C 1.8845 1.6933 -2.1348 -0.43 0.09 0.51 0.795
F 2.8295 0.7436 -2.3220 0.09 -0.10 -0.15 -0.357
C 1.8887 2.7551 -3.0323 0.10 -0.06 -0.06 0.113
F 2.7676 2.8170 -4.0672 -0.16 0.01 0.27 -0.347
C 0.9643 3.7758 -2.8756 -0.07 0.06 -0.02 0.705
F 0.9538 4.8314 -3.7299 -0.02 -0.34 0.23 -0.353
C 0.0543 3.7073 -1.8320 -0.15 0.08 0.02 0.067
F -0.8876 4.6795 -1.7037 0.30 -0.14 -0.02 -0.358
F 0.9976 3.7822 1.8575 0.02 -0.03 -0.30 -0.230
C 0.6182 3.1979 2.9919 0.34 -0.04 0.26 0.481
F -0.7133 3.1717 3.0306 -0.27 -0.20 -0.09 -0.244
F 1.0110 4.0167 3.9885 0.12 0.05 0.21 -0.259
S 1.4002 1.5218 3.2207 -0.01 0.62 0.53 1.138
O 2.7882 1.7850 2.9416 0.18 -0.03 -0.17 -0.713
O 1.0921 1.2104 4.5952 -0.12 -0.09 0.07 -0.690
O 0.7152 0.6861 2.2510 -0.33 0.20 0.07 -0.582
```
Positions in Å, forces in eV/Å.

Values from the calculation:
energy = -76793.641 eV
charge = -2
orbital gap = 7.39 eV
largest force on an atom = 1.6 eV/Å
HOMO energy = -2.6 eV
spin multiplicity = 1

---

Below is C21H15AsCl2ErGdO4 as an isolated structure at a distorted geometry, with properties calculated with ωB97M-V/def2-TZVPD.

```
45
Properties=species:S:1:pos:R:3:forces:R:3:mulliken_charge:R:1
Er -0.5755 1.4816 -5.5145 1.08 0.56 2.46 1.679
Gd -1.7575 -0.7598 -1.2038 0.07 1.43 -1.45 1.007
Cl -0.6416 3.6162 -4.4162 0.04 -0.97 -0.50 -0.306
Cl -1.9189 -0.4634 -3.9331 0.64 0.91 -0.65 -0.336
C -0.7109 -2.8455 -1.9012 2.59 -6.01 -2.43 0.155
C -2.6088 2.1898 -6.4026 -6.83 1.55 -3.38 0.102
C -1.3137 0.2298 -7.4464 -3.00 -3.75 -5.37 0.180
O -0.2830 -3.8305 -2.3334 -1.97 4.54 1.99 -0.037
O -3.6174 2.3778 -6.9518 5.26 -0.77 3.00 0.049
O -1.8838 -0.3344 -8.2819 2.85 2.71 4.03 0.019
O -0.1114 0.5449 -0.8365 -1.11 -1.11 -0.17 -0.545
As 0.3812 0.2073 0.8182 1.49 1.34 1.16 1.951
C 2.0724 -0.7166 0.6556 -0.18 0.10 0.36 0.588
C 3.1230 -0.3405 1.5050 -0.08 -0.01 -0.01 -0.444
C 4.3524 -1.0052 1.4074 -0.23 0.06 -0.08 -0.690
C 4.5276 -2.0319 0.4739 -0.19 0.17 0.12 -0.501
C 3.4705 -2.3991 -0.3673 -0.46 0.12 -0.08 -0.681
C 2.2360 -1.7436 -0.2799 0.21 -0.18 -0.02 0.076
C 0.2917 1.8453 1.8168 0.03 -0.17 0.08 0.345
C -0.5736 1.9416 2.9148 -0.12 0.07 0.00 -0.204
C -0.6229 3.1338 3.6449 -0.05 -0.21 -0.10 -0.765
C 0.2007 4.2118 3.3018 0.10 -0.43 -0.25 -0.500
C 1.0723 4.0934 2.2101 -0.06 -0.17 -0.08 -0.735
C 1.1144 2.9170 1.4556 0.15 0.19 -0.14 -0.444
C -1.1222 -0.9211 1.3099 -0.22 -0.16 0.39 -0.108
C -2.4522 -0.4084 1.1251 0.26 -0.67 0.15 -0.306
C -3.4706 -1.3380 0.8085 -0.18 0.16 1.12 -0.747
C -3.2280 -2.7200 0.9651 0.01 0.23 -0.18 -0.410
C -1.9679 -3.1808 1.3651 -0.24 -0.21 0.07 -0.747
C -0.8936 -2.2987 1.4970 -0.15 0.82 -0.09 -0.098
H 2.9713 0.4632 2.2270 0.19 -0.22 -0.11 0.444
H 5.1694 -0.7146 2.0660 -0.19 -0.07 -0.16 0.439
H 5.4861 -2.5537 0.4036 -0.35 0.21 0.02 0.437
H 3.6000 -3.1993 -1.0958 0.01 0.20 0.21 0.428
H 1.4042 -2.0307 -0.9338 0.43 0.07 0.14 -0.131
H -1.2085 1.0968 3.1830 0.14 0.26 0.18 0.426
H -1.3086 3.2152 4.4872 0.20 -0.04 -0.18 0.424
H 0.1706 5.1325 3.8866 0.01 -0.28 -0.19 0.448
H 1.7233 4.9243 1.9458 -0.15 -0.19 0.02 0.429
H 1.7636 2.8299 0.5809 -0.05 0.17 0.34 0.410
H -2.6392 0.6748 1.1131 0.04 -0.30 0.02 0.528
H -4.4742 -0.9788 0.5627 0.18 -0.14 0.19 0.565
H -4.0412 -3.4320 0.8183 0.17 0.17 -0.03 0.530
H -1.8116 -4.2347 1.5733 -0.09 0.02 -0.08 0.509
H 0.1059 -2.6458 1.7761 -0.26 -0.02 -0.31 0.567
```
Positions in Å, forces in eV/Å.

Values from the calculation:
ΔE to the lowest compared entry with this formula, charge and spin = 0.00 kJ/mol
energy = -164509.032 eV
charge = +4
orbital gap (spin up / spin down) = 5.78 / 3.56 eV
largest force on an atom = 7.8 eV/Å
<S²> = 30.306
HOMO energy (spin up / spin down) = -19.3 / -19.3 eV
spin multiplicity = 11

---

Below is an isolated ion of composition C21H15Br2N2O2 and charge -1 at a distorted geometry, with properties calculated with ωB97M-V/def2-TZVPD.

```
42
Properties=species:S:1:pos:R:3:forces:R:3:mulliken_charge:R:1
C -5.2486 2.7456 1.9054 0.51 -0.79 -0.39 -0.741
O -4.6033 1.6072 1.3022 -0.67 0.02 -0.34 -0.418
C -3.2860 1.2904 1.1566 1.02 -0.35 0.19 0.764
C -2.1913 1.7827 1.8997 -0.90 0.00 -0.55 -0.853
C -0.9082 1.3291 1.5778 0.21 -0.15 0.38 -0.008
C -0.6627 0.2276 0.7402 -0.16 0.40 -0.11 -0.117
C 0.7408 -0.3632 0.4619 0.21 1.73 0.89 0.118
C 1.8691 0.6709 0.5498 0.44 1.22 0.43 -0.225
C 3.2073 0.2693 0.7485 0.07 0.06 0.09 -0.351
C 4.2379 1.1715 0.9509 -1.23 1.09 0.08 -0.538
Br 6.0387 0.6213 1.1369 -0.09 -0.15 0.06 -0.216
C 3.9746 2.6136 1.1943 0.04 -0.08 0.48 0.616
O 4.7993 3.3876 1.7234 -0.31 -0.42 -0.62 -0.778
C 2.6097 3.0107 0.8225 0.89 -1.42 -0.14 -0.733
Br 2.1737 4.8435 1.0776 -0.08 -0.19 -0.24 -0.223
C 1.6583 2.0699 0.4523 -0.18 0.18 0.32 -0.249
N 0.8699 -0.9653 -0.8377 -0.84 -2.59 -2.18 0.524
C 1.1824 -0.2298 -1.9530 0.18 -1.83 -0.85 -0.146
N 1.2958 -0.9452 -3.0639 0.10 1.47 0.29 -0.815
C 1.0013 -2.2413 -2.7390 -0.28 0.05 1.28 0.535
C 0.9597 -3.3717 -3.5609 -0.11 -0.13 0.14 -0.762
C 0.5323 -4.5905 -3.0207 0.24 0.54 0.10 -0.274
C 0.1731 -4.6508 -1.6686 -0.14 0.70 0.68 -0.766
C 0.1963 -3.5001 -0.8305 0.07 -0.88 0.16 -0.398
C 0.6695 -2.3138 -1.3465 0.36 1.49 -0.63 0.234
C -1.7776 -0.3388 0.1263 -0.40 0.27 -0.15 -0.278
C -3.0318 0.2545 0.2192 -0.33 0.47 0.80 -1.032
H -6.2651 2.6967 1.4755 0.48 0.23 0.31 0.241
H -5.3128 2.5919 2.9909 0.13 0.30 -0.19 0.286
H -4.7724 3.6988 1.6344 -0.02 -0.28 0.19 0.323
H -2.3320 2.5287 2.6963 0.11 -0.24 -0.59 0.377
H -0.0851 1.8938 2.0092 -0.11 -0.49 0.19 0.544
H 0.9067 -1.0648 1.2778 0.23 -0.58 -0.36 0.490
H 3.4429 -0.7912 0.7325 0.03 -0.02 0.02 0.457
H 0.6887 2.4628 0.1402 0.20 -0.18 0.18 0.776
H 1.3488 0.8255 -1.8666 0.12 0.17 -0.13 0.435
H 1.2628 -3.2696 -4.5998 -0.15 -0.05 0.12 0.416
H 0.4654 -5.4927 -3.6413 0.12 0.44 0.28 0.350
H -0.1253 -5.6112 -1.2482 -0.08 0.32 -0.03 0.341
H -0.1420 -3.5159 0.2032 0.08 -0.37 -0.10 0.423
H -1.6878 -1.2553 -0.4476 0.11 0.22 -0.27 0.302
H -3.8731 -0.0825 -0.3814 0.13 -0.18 0.22 0.369
```
Positions in Å, forces in eV/Å.

Values from the calculation:
energy = -169181.444 eV
charge = -1
orbital gap = 6.16 eV
largest force on an atom = 3.5 eV/Å
SMILES string = COc1ccc([C@H](c2cc(Br)c([O-])c(Br)c2)n2cnc3ccccc32)cc1
HOMO energy = -3.8 eV
spin multiplicity = 1